The following is a DFT calculation (wB97M-V/def2-TZVPD) of an isolated ion of composition C7H9N4S and charge +1 at a distorted geometry.

## Properties
Energy above the lowest of the compared OMol25 structures with the same formula, charge and spin, kJ/mol: 194.4
Gap between HOMO and LUMO (spin up / spin down), eV: 7.5 / 7.5
F_max, hartree/bohr: 0.055

```
! RIJCOSX wB97M-V def2-TZVPD def2/J DEFGRID3
* xyz 1 1
C 1.6643 0.7072 -0.5045
C -0.0596 -0.6589 -0.4538
C -0.2943 0.3980 0.3969
C -2.3896 -0.0093 1.3354
C -2.1655 -2.0700 -0.0502
C 0.9612 2.4624 1.0970
C 1.8134 -1.3073 -1.9394
N -1.3577 0.6920 1.1836
N 0.8036 1.2483 0.3470
N 1.1625 -0.4360 -0.9967
N -2.7481 -1.2624 0.7818
S -2.1133 -3.3762 -0.8794
H 2.6190 1.1221 -0.7679
H -3.1532 0.3686 2.0004
H 1.9694 2.8500 0.9670
H 0.2397 3.2080 0.7605
H 0.7754 2.2583 2.1518
H 2.7532 -0.8679 -2.2662
H 2.0079 -2.2773 -1.4792
H 1.1684 -1.4620 -2.8060
H -3.6570 -1.5877 1.1221
*
```